192
Properties=species:S:1:pos:R:3:forces:R:3 method="wB97M-V/def2-TZVPD" e_tot_ha=-3109.24228 de_lowest_kcal_mol=167.1 gap_ev=9.87 charge=0
C 13.4028 3.7054 -13.8476 0.3350 0.4736 -0.2586
C 11.9089 3.5798 -14.0799 0.6659 -0.6664 0.1580
C 11.1319 3.8716 -12.8518 -0.9836 0.6803 1.0679
O 11.4905 4.4310 -15.1071 0.3435 0.9732 -0.8757
H 13.7126 4.6564 -13.4144 -0.4764 0.2396 0.2437
H 13.9680 3.6936 -14.7795 -0.0744 -0.5617 -0.0779
H 13.7333 2.9372 -13.1486 0.0772 -0.1600 -0.2500
H 11.6905 2.5654 -14.4136 0.1516 -0.4133 0.1461
H 11.3831 3.3469 -11.9300 0.0992 -0.5337 -0.3150
H 10.0793 3.7208 -13.0913 -0.2237 -0.1689 0.3292
H 11.2210 4.9196 -12.5659 0.1436 0.2429 -0.2613
H 10.5321 4.4633 -15.1527 -0.0560 -0.1004 0.1013
C 12.5167 1.2828 -1.4639 -0.8938 0.6089 -0.3214
C 12.7558 2.5287 -0.6237 0.7098 0.4107 0.5196
C 13.9086 3.4410 -1.0873 0.3442 -1.0567 0.0554
O 11.5566 3.2937 -0.5611 -0.6699 0.1718 -0.5784
H 11.4833 1.0129 -1.2461 0.0214 -0.3924 0.0527
H 13.1590 0.4150 -1.3147 0.1770 0.3575 0.2552
H 12.5108 1.5460 -2.5217 0.2003 -0.0091 -0.1235
H 12.8681 2.2496 0.4240 0.8572 -0.4694 0.0438
H 14.8474 2.8872 -1.0765 0.1220 -0.1967 0.1818
H 14.0647 4.2925 -0.4249 -0.2681 0.1240 -0.1321
H 13.8098 3.7376 -2.1315 -0.4269 0.2768 0.1004
H 11.6781 3.8833 0.1867 -0.2005 0.1913 -0.0638
C 11.9659 -2.0659 -8.6219 -0.0894 -0.7122 -0.7211
C 12.7018 -3.1309 -7.7791 -0.5683 0.3009 -1.6272
C 13.4966 -4.1288 -8.6135 -1.0664 -0.7121 -0.4958
O 13.6474 -2.4142 -7.0648 0.7789 0.8253 1.5587
H 11.2279 -2.4491 -9.3265 -0.2283 -0.6214 0.3037
H 12.6762 -1.6341 -9.3270 0.3088 0.4731 0.4181
H 11.4366 -1.3110 -8.0405 0.4343 0.0135 0.1952
H 12.0149 -3.6326 -7.0976 -0.2330 -0.1537 -0.0293
H 14.2398 -3.6188 -9.2264 0.0647 -0.0231 0.2099
H 12.8521 -4.7094 -9.2735 -0.2035 0.1384 -0.2723
H 13.9347 -4.9119 -7.9947 0.4123 0.2861 0.2396
H 13.9861 -3.0365 -6.4170 0.4022 0.2125 0.2246
C 9.3784 7.1127 -6.7694 0.1088 0.6286 0.7576
C 8.9924 6.2337 -5.5955 0.1803 -1.8057 -1.1905
C 9.0635 4.7479 -6.0224 -1.1396 -0.0504 -0.3806
O 9.9845 6.3849 -4.6428 1.3738 1.1100 1.3530
H 10.4672 7.1042 -6.8204 0.0131 -0.3605 -0.4738
H 9.1563 8.1451 -6.4992 -0.2802 0.1353 -0.3157
H 8.8855 6.8179 -7.6958 0.1416 0.1264 0.0647
H 8.0321 6.5420 -5.1822 -0.3343 -0.2861 -0.1141
H 10.0368 4.4826 -6.4351 0.1676 0.2723 0.2587
H 8.3462 4.4881 -6.8009 -0.1904 0.2483 -0.1849
H 8.8060 4.0577 -5.2190 0.2407 0.1002 0.3313
H 9.8995 5.7667 -3.9133 -0.2551 -0.1166 -0.0776
C 7.9390 10.6843 -13.2959 0.1298 0.2614 1.1264
C 6.9640 10.5636 -14.4328 2.1070 2.0703 -1.8191
C 7.7498 10.4762 -15.8091 -0.8166 -0.2087 1.1063
O 6.0789 9.5400 -14.2257 -0.8441 -1.0427 -0.0496
H 8.4693 9.7455 -13.1362 0.4445 0.1865 -0.2215
H 7.4587 10.8960 -12.3406 -0.6874 -0.3261 0.1259
H 8.5571 11.5812 -13.3375 0.5609 -0.3266 -0.6486
H 6.4378 11.5161 -14.4949 -0.3342 0.2706 -0.0292
H 8.3392 9.5599 -15.8418 -0.0478 -0.0501 -0.1350
H 8.4232 11.3276 -15.9072 0.0568 -0.0098 0.2916
H 7.0807 10.5455 -16.6668 -0.1437 -0.3249 0.1015
H 5.6147 9.8294 -13.4368 -0.4380 -0.5121 0.1666
C 14.1732 9.7460 -1.5612 -0.2589 0.0152 0.1414
C 14.2838 10.3049 -2.9853 0.2471 -1.8898 0.0355
C 15.1996 9.4006 -3.8551 0.0404 1.0023 0.7157
O 12.9906 10.3509 -3.5961 0.2467 0.9696 0.1774
H 13.7354 10.5016 -0.9088 -0.1761 -0.1109 0.0434
H 15.1013 9.4201 -1.0916 0.3030 0.2461 -0.3143
H 13.5422 8.8573 -1.5530 -0.2283 -0.0372 -0.0399
H 14.6980 11.3058 -2.8641 -0.2691 0.1562 -0.6655
H 15.2941 9.8127 -4.8597 -0.0329 -0.1111 0.0071
H 14.8343 8.3745 -3.8980 -0.1656 0.0411 0.0003
H 16.1781 9.3912 -3.3750 0.2032 -0.1271 -0.1891
H 12.5562 9.5040 -3.4710 0.0637 -0.1606 0.0591
C 6.8856 8.2795 1.1897 -1.1086 0.0589 0.3385
C 6.2706 8.9447 2.4617 1.0390 -0.8933 0.3113
C 4.9603 8.2832 2.9852 0.2659 0.1663 -0.3671
O 7.2650 8.7684 3.4791 0.3061 -0.3215 0.3389
H 6.0955 8.2643 0.4390 0.1107 -0.0601 -0.2668
H 7.1763 7.2466 1.3813 -0.3086 -0.0996 0.3540
H 7.7846 8.7105 0.7489 -0.1913 0.6427 0.3824
H 6.2425 10.0327 2.4030 -0.8463 0.0483 -0.8200
H 5.1152 7.2291 3.2152 0.3380 -0.0665 -0.2341
H 4.0955 8.3333 2.3235 0.1421 0.2054 -0.2545
H 4.6479 8.7134 3.9367 0.1224 0.3500 -0.0087
H 6.9831 9.3041 4.2242 0.1318 -0.0369 0.2177
C 15.6481 3.1740 -7.9637 0.1789 0.7370 0.4007
C 16.9939 2.4627 -7.8698 0.7244 -0.1888 -0.5887
C 17.6182 2.4001 -6.5011 -0.2425 0.7582 0.8482
O 16.9711 1.1611 -8.4216 -0.3469 -0.2673 -0.3653
H 15.3905 3.5498 -8.9540 0.1900 -0.4954 -0.2291
H 15.7125 4.0869 -7.3717 -0.0582 0.0603 0.2633
H 14.8006 2.6075 -7.5778 0.1174 -0.2605 0.0553
H 17.7264 2.9945 -8.4770 -0.1480 0.1645 -0.3121
H 16.9574 1.9246 -5.7762 -0.0843 -0.0545 0.1152
H 17.7950 3.4268 -6.1804 -0.0855 0.1035 0.3156
H 18.5916 1.9126 -6.4468 -0.1541 -0.2112 -0.4642
H 16.2987 0.6857 -7.9282 -0.1164 -0.3669 -0.0411
C 11.9445 14.2721 -8.0494 0.0580 -0.3087 -0.9405
C 12.6874 15.4108 -7.3754 -1.7084 0.2341 -0.0279
C 12.1773 16.7977 -7.7970 0.1468 -0.4860 0.1655
O 12.3933 15.3285 -5.9691 0.6306 0.0130 -0.1850
H 12.0713 14.2531 -9.1318 0.2474 0.2725 -0.1483
H 10.8628 14.2986 -7.9183 0.0002 0.1752 0.4273
H 12.3248 13.3002 -7.7347 -0.0285 -0.0661 0.3215
H 13.7497 15.3235 -7.6036 0.2036 -0.0110 0.3110
H 12.8429 17.5248 -7.3317 -0.1170 0.2738 -0.3260
H 11.1699 16.9648 -7.4160 0.0265 -0.1607 0.1917
H 12.0996 16.9050 -8.8789 0.4599 0.1128 -0.0279
H 12.1717 14.4110 -5.7941 0.0849 -0.0655 0.2511
C 2.0590 4.2738 -2.9926 -0.7876 0.2503 -0.7878
C 1.7302 2.9128 -3.6257 0.1739 0.8469 1.0834
C 0.8105 3.0022 -4.8495 0.3087 -0.7264 0.4690
O 2.9547 2.2871 -3.9091 0.6940 -0.5889 -1.1018
H 1.1139 4.7608 -2.7524 0.0851 0.1902 0.3420
H 2.5635 4.9075 -3.7219 0.0459 0.0005 -0.1518
H 2.7090 4.2301 -2.1186 -0.1797 -0.2904 0.1319
H 1.3002 2.2908 -2.8406 -0.8256 0.0463 -0.0029
H -0.1030 3.5507 -4.6199 0.1940 0.2626 0.0423
H 0.4723 1.9982 -5.1056 0.1303 -0.0952 -0.1268
H 1.3159 3.4122 -5.7240 0.0295 0.1953 0.1433
H 3.5082 2.4176 -3.1356 0.1666 -0.1064 -0.0224
C 5.5774 11.5575 -3.9980 -0.4239 -0.1304 0.1117
C 5.2829 12.7995 -3.1614 0.4586 1.5747 -0.7362
C 6.5088 13.6798 -2.9836 0.3617 -1.0995 -0.1101
O 4.3531 13.6850 -3.8162 -0.7280 -0.6540 -0.2953
H 4.7494 10.8510 -3.9402 0.0786 -0.1169 0.0669
H 6.5068 11.0688 -3.7058 -0.1384 -0.0502 0.4737
H 5.7383 11.7463 -5.0594 -0.2306 0.6222 0.0001
H 4.8360 12.6461 -2.1791 0.2589 -0.9944 0.1020
H 7.2822 13.0150 -2.5988 0.3984 0.5593 0.5428
H 6.2533 14.5347 -2.3576 0.4053 -0.1082 0.1578
H 6.8530 14.0297 -3.9569 -0.1267 0.0729 -0.0244
H 4.0442 14.2297 -3.0886 -0.3089 0.3139 -0.2930
C 1.5317 8.4787 -8.2643 -0.5754 -0.2832 0.1838
C 2.8190 8.3727 -9.0612 0.3565 0.4753 1.4188
C 2.9843 7.0366 -9.6780 -0.1128 -0.1696 -1.4326
O 2.9230 9.4161 -9.9973 -0.3199 0.2842 -0.9883
H 1.4532 9.3722 -7.6449 0.1005 0.1964 -0.1927
H 1.3405 7.6426 -7.5916 0.4735 -0.1825 0.1102
H 0.6818 8.4293 -8.9449 -0.0110 0.3314 -0.2104
H 3.6993 8.5238 -8.4365 -0.0293 -0.2595 0.7575
H 2.2038 6.8305 -10.4104 -0.5461 -0.1391 0.3148
H 3.0039 6.2822 -8.8915 0.2106 -0.1199 -0.3226
H 3.8523 7.0538 -10.3371 0.4993 -0.3038 0.5026
H 2.9155 10.2292 -9.4869 -0.0259 0.1789 -0.1444
C 5.2409 -0.2512 -10.1076 0.8982 1.7939 -0.1631
C 4.2230 -1.3114 -10.3357 0.2693 0.7872 -0.3872
C 3.9760 -1.5421 -11.7924 -0.5104 1.0363 -0.5240
O 4.6744 -2.4810 -9.7841 0.0600 -1.7295 1.1865
H 4.8259 0.7195 -10.3788 0.0647 0.1493 -0.4337
H 6.1664 -0.4156 -10.6594 -0.0545 -0.0900 -0.2271
H 5.5583 -0.0598 -9.0825 -0.2722 -0.6128 0.3849
H 3.3227 -0.9250 -9.8579 -0.5958 -0.3900 0.0542
H 3.6531 -0.5597 -12.1371 -0.3773 -0.0550 -0.4737
H 3.1845 -2.2699 -11.9712 0.1529 -0.0195 -0.0179
H 4.8654 -1.7511 -12.3869 0.1275 -0.3839 0.3410
H 4.7352 -2.2926 -8.8447 0.2412 -0.4956 0.2819
C 6.5819 2.0040 2.5766 -0.0189 -0.4749 -0.9733
C 5.9443 1.2573 1.3855 0.9026 0.8248 1.3484
C 4.4690 1.1185 1.6137 -0.5556 -0.2529 -0.3736
O 6.1920 1.9576 0.1526 -0.3903 -0.3460 0.5398
H 7.6609 1.9256 2.4436 0.1701 0.4901 0.1512
H 6.3537 1.4703 3.4992 -0.1949 0.2858 0.0910
H 6.2170 3.0306 2.5454 0.2060 0.0535 0.4330
H 6.4894 0.3136 1.4033 -0.4439 -0.5156 -0.5528
H 4.0377 0.8258 0.6564 -0.4547 -0.0957 0.1950
H 3.9834 2.0195 1.9886 0.2710 0.4767 -0.4757
H 4.2000 0.4156 2.4021 0.3692 -0.5033 -0.2609
H 7.0833 2.3082 0.2188 0.1342 0.0691 -0.1562
C 15.9627 9.4478 -11.4300 -0.7879 1.2800 0.5542
C 16.3836 10.8434 -11.9418 0.5159 -2.0482 -0.3466
C 17.6993 11.2173 -11.3154 0.0808 0.9382 -0.1288
O 16.5769 10.7001 -13.3472 0.7183 0.9789 -0.3957
H 15.3555 9.0113 -12.2230 -0.1560 -0.3952 0.4088
H 15.3638 9.6947 -10.5533 -0.3846 -0.6511 0.1436
H 16.7503 8.7738 -11.0931 0.2183 0.1999 -0.4392
H 15.6244 11.5876 -11.7012 -0.1908 0.0373 -0.1487
H 17.6015 11.2476 -10.2302 0.0641 -0.3773 0.0630
H 17.9792 12.2366 -11.5815 0.1434 0.0125 -0.2540
H 18.4804 10.5342 -11.6491 -0.0309 -0.0153 0.1987
H 15.8314 10.2920 -13.7937 -0.1952 0.0369 0.3460
C 5.9475 -4.9215 -3.7328 -0.7800 -0.2201 0.0388
C 5.9515 -3.4089 -3.8092 1.5173 0.2880 1.2920
C 7.3197 -2.8528 -4.2296 -0.8096 0.0041 -0.7162
O 4.9014 -2.9408 -4.6295 -0.0442 -0.3248 -0.2343
H 5.6956 -5.3743 -4.6917 0.0974 0.0835 -0.1168
H 5.1709 -5.2163 -3.0270 -0.0982 -0.2027 -0.0771
H 6.8794 -5.3590 -3.3747 0.0904 0.3005 -0.0562
H 5.8468 -3.0146 -2.7984 -0.5770 -0.1279 0.3345
H 7.3114 -3.0431 -5.3028 0.7294 0.3111 -0.1836
H 8.1855 -3.3002 -3.7415 -0.2314 -0.2724 -0.0066
H 7.3503 -1.7867 -4.0043 0.0419 0.1198 -0.3399
H 4.7166 -2.0216 -4.4230 0.0573 0.0711 0.0469